Record 1
{
  "formula": "C5H6FO4S",
  "method": "ωB97M-V with the def2-TZVPD basis set",
  "symbols": ["C", "C", "C", "C", "C", "O", "O", "O", "O", "F", "S", "H", "H", "H", "H", "H", "H"],
  "coordinates": [[0.732987, -1.259775, -0.255378], [-0.551591, -0.831973, -0.944439], [-2.202877, 0.313167, -2.390009], [-0.003446, 1.749976, 0.730134], [-0.761959, -0.040860, -1.968272], [-2.430259, 1.513071, -2.697134], [-2.969815, -0.619925, -2.305202], [2.455149, 1.303563, 1.876640], [1.147574, -0.541427, 0.866167], [0.263008, 0.747679, -2.449711], [1.668597, 1.000144, 0.650147], [0.775087, -2.387074, 0.069739], [1.657127, -1.362913, -0.857289], [-1.464098, -1.304100, -0.592459], [-0.640527, 0.887828, 0.865315], [-0.029273, 2.291677, 1.580994], [-0.167103, 2.365393, -0.153590]],
  "forces_ev_per_a": [[1.39, -2.75, -1.24], [0.68, -1.76, 1.06], [0.56, 2.40, -0.74], [1.00, -1.71, -1.75], [0.53, 1.75, -0.16], [0.74, -0.66, 0.22], [-1.43, -1.88, 0.20], [-1.11, -0.07, -0.74], [-0.09, 0.56, 1.83], [-0.52, -0.70, 0.07], [0.61, 0.14, -0.04], [-1.10, 2.02, -0.10], [-0.68, 0.80, -0.87], [0.12, -0.05, -0.07], [-0.49, 0.19, -0.45], [-0.02, 2.06, 2.82], [-0.21, -0.34, -0.04]],
  "lowdin_charge": [-0.28, -0.06, -0.73, -0.17, -0.19, -0.06, -0.02, -0.50, -0.40, 0.02, 0.91, 0.15, 0.11, 0.12, 0.05, 0.00, 0.07],
  "charge": -1,
  "homo_lumo_gap_ev": 8.1,
  "max_force_ha_per_bohr": 0.068,
  "mol_weight_da": 181.2,
  "homo_energy_ev": -4.89,
  "relative_energy_kj_mol": 0.00
}

Record 2
{
  "formula": "C14H20N6",
  "method": "ωB97M-V with the def2-TZVPD basis set",
  "symbols": ["C", "C", "C", "N", "C", "H", "H", "H", "H", "H", "C", "C", "N", "H", "H", "H", "C", "C", "N", "H", "H", "H", "C", "C", "N", "H", "H", "H", "C", "C", "N", "H", "H", "H", "C", "C", "N", "H", "H", "H"],
  "coordinates": [[1.751998, -2.977657, 0.463126], [2.929269, -3.731138, 0.193479], [2.996908, -3.838187, -1.177163], [1.887325, -3.257883, -1.750841], [1.182538, -2.663915, -0.737272], [1.382552, -2.650164, 1.421737], [3.683942, -4.104264, 0.861947], [3.666420, -4.426153, -1.788380], [1.785848, -3.149079, -2.739308], [0.177831, -2.303135, -0.913490], [3.890589, 0.957322, 2.656574], [2.913012, 1.255891, 1.607424], [2.146313, 1.541405, 0.800329], [4.864221, 1.282916, 2.307487], [3.866134, -0.107546, 2.888590], [3.543344, 1.430068, 3.574925], [1.692264, 0.642542, -2.146813], [0.410073, 1.038724, -1.561104], [-0.594750, 1.319561, -1.098009], [2.058652, -0.181838, -1.535423], [2.405455, 1.455164, -2.026285], [1.502214, 0.425603, -3.195291], [-1.888847, 3.694594, 1.115325], [-1.884832, 4.806441, 2.055315], [-1.849476, 5.625473, 2.851386], [-1.962681, 2.824783, 1.777638], [-0.973275, 3.519452, 0.555529], [-2.749654, 3.744295, 0.454743], [-3.954978, 1.249832, -2.265903], [-4.754349, 0.140465, -1.742637], [-5.359158, -0.741821, -1.318551], [-4.289214, 1.452575, -3.287657], [-2.880860, 1.126809, -2.245568], [-4.381573, 2.106507, -1.734295], [-1.824006, -1.160267, 0.943917], [-2.928130, -1.348668, 1.884571], [-3.768698, -1.489768, 2.652886], [-1.199646, -2.056894, 0.979473], [-1.145359, -0.361957, 1.227796], [-2.347419, -1.090085, -0.010209]],
  "forces_ev_per_a": [[0.43, 0.25, 0.14], [-0.03, 0.43, -0.91], [-0.05, -0.83, -0.19], [1.14, 0.01, 1.16], [-1.41, -0.35, -0.28], [-0.04, -0.12, 0.01], [-0.11, -0.06, 0.18], [0.13, 0.25, 0.05], [-0.33, 0.07, -0.11], [0.26, 0.38, -0.09], [-0.83, -0.29, -0.05], [-0.13, 0.07, -0.01], [0.26, -0.13, 0.16], [0.16, 0.01, 0.36], [0.25, -0.06, -0.32], [0.38, 0.38, -0.07], [-0.47, 0.40, 0.57], [0.79, -0.11, -0.24], [-0.81, 0.18, 0.18], [0.05, -0.27, -0.42], [-0.07, 0.09, -0.16], [0.38, -0.29, 0.01], [-0.12, -0.69, 0.70], [0.46, -0.16, -0.65], [-0.08, 0.51, 0.38], [-0.31, -0.18, -0.37], [0.05, 0.54, -0.04], [0.03, -0.07, -0.03], [-1.74, 0.45, -0.39], [0.50, -0.71, -0.02], [0.14, 0.32, -0.13], [0.23, -0.30, -0.10], [0.05, 0.03, 0.46], [0.89, 0.23, 0.21], [-0.44, -0.94, 0.32], [0.37, 0.20, 0.64], [-0.06, -0.02, -0.09], [-0.24, -0.13, -0.23], [-0.43, 0.49, -0.31], [0.75, 0.40, -0.31]],
  "lowdin_charge": [-0.11, -0.10, -0.14, 0.02, -0.18, 0.09, 0.09, 0.11, 0.14, 0.10, -0.05, -0.24, 0.16, 0.08, 0.08, 0.09, -0.08, -0.29, 0.15, 0.06, 0.08, 0.08, -0.08, -0.29, 0.12, 0.08, 0.06, 0.07, -0.07, -0.29, 0.13, 0.08, 0.04, 0.08, -0.08, -0.29, 0.13, 0.06, 0.07, 0.07],
  "homo_lumo_gap_ev": 9.1,
  "max_force_ha_per_bohr": 0.036,
  "mol_weight_da": 272.4,
  "homo_energy_ev": -8.94,
  "relative_energy_kj_mol": 156.28,
  "smiles": "c1cc[nH]c1.CC#N.CC#N.CC#N.CC#N.CC#N"
}